[1]
{
  "formula": "C9H27INO5",
  "method": "ωB97M-V/def2-TZVPD",
  "elements": ["I", "O", "H", "H", "O", "H", "H", "O", "H", "H", "O", "H", "H", "C", "C", "C", "C", "C", "C", "N", "O", "C", "C", "C", "H", "H", "H", "H", "H", "H", "H", "H", "H", "H", "H", "H", "H", "H", "H", "H", "H", "H", "H"],
  "positions_angstrom": [[18.4611, 26.1978, -0.7392], [15.7961, 26.2385, -3.4004], [16.7168, 26.2167, -3.0864], [15.2643, 26.0713, -2.6010], [16.6366, 27.7006, 2.0891], [16.9407, 27.2594, 1.2725], [16.3054, 26.9799, 2.6344], [21.4816, 24.1308, -0.4748], [20.8169, 24.6232, 0.0327], [20.9547, 23.5847, -1.0661], [21.2688, 27.9189, 0.6566], [20.4989, 27.4477, 0.2745], [20.8769, 28.6551, 1.1363], [13.8575, 27.7470, -0.8299], [13.1107, 26.4043, -0.7312], [12.0271, 26.4415, -1.8385], [11.5699, 25.0399, -2.2520], [12.7914, 24.1385, -2.5138], [13.7015, 24.0011, -1.2808], [14.1198, 25.3563, -0.9431], [15.1024, 25.3572, 0.0662], [12.9247, 23.2309, -0.1694], [14.8921, 23.1482, -1.7198], [12.4323, 26.3019, 0.6357], [14.2027, 27.8618, -1.8574], [13.1746, 28.5622, -0.5723], [14.6852, 27.8753, -0.1296], [11.1533, 26.9255, -1.3912], [12.3152, 27.0577, -2.6884], [10.9732, 24.5653, -1.4733], [11.0066, 25.0305, -3.1873], [13.3297, 24.5593, -3.3657], [12.3813, 23.1556, -2.7652], [13.3356, 22.2241, -0.1033], [11.8557, 23.0922, -0.3419], [12.9967, 23.7510, 0.7850], [14.5726, 22.1136, -1.8713], [15.6980, 23.1419, -0.9836], [15.3346, 23.4364, -2.6744], [13.0945, 25.8610, 1.3803], [12.0074, 27.2429, 0.9937], [11.5323, 25.6696, 0.6135], [15.8772, 25.7878, -0.3435]],
  "forces_ev_per_a": [[-0.25, -0.06, -0.03], [0.11, -0.03, 0.05], [-0.31, 0.05, 0.05], [0.12, -0.13, -0.10], [-0.07, -0.10, -0.14], [0.12, 0.16, 0.24], [0.01, 0.00, -0.10], [0.01, -0.16, 0.25], [0.10, 0.03, -0.29], [-0.07, 0.14, -0.01], [-0.19, -0.07, -0.05], [0.31, 0.19, 0.11], [-0.06, -0.08, -0.03], [-0.20, 0.20, 0.22], [0.20, 0.98, 0.40], [-0.59, -0.74, 0.48], [1.04, -0.30, -0.34], [-0.88, 0.36, 0.30], [-0.72, -0.45, -0.64], [0.25, 0.03, -1.33], [-0.42, 0.05, 0.30], [0.22, 0.08, 0.22], [0.57, -0.25, 0.02], [-0.94, -0.61, 0.44], [0.19, 0.21, 0.10], [-0.14, -0.03, -0.29], [0.06, -0.39, -0.07], [0.14, 0.31, -0.03], [0.31, -0.22, -0.12], [-0.23, 0.21, 0.02], [-0.31, 0.31, 0.18], [0.26, -0.21, 0.04], [0.40, -0.11, -0.15], [0.05, 0.05, 0.36], [0.01, 0.23, -0.30], [0.27, -0.28, 0.06], [-0.15, 0.04, 0.15], [-0.13, 0.04, 0.08], [-0.11, 0.49, 0.06], [0.10, 0.35, 0.05], [0.53, 0.23, -0.07], [0.27, -0.26, -0.22], [0.14, -0.24, 0.12]],
  "e_lumo_ev": 2.734,
  "e_homo_ev": -5.15,
  "total_charge": -1,
  "energy_ha": -1087.85519,
  "e_above_lowest_ev": 0.038
}

=====

[2]
{
  "formula": "C9H27InO12P3",
  "method": "ωB97M-V/def2-TZVPD",
  "elements": ["In", "C", "O", "P", "O", "O", "C", "O", "C", "H", "H", "H", "H", "H", "H", "H", "H", "H", "C", "O", "P", "O", "O", "C", "O", "C", "H", "H", "H", "H", "H", "H", "H", "H", "H", "C", "O", "P", "O", "O", "C", "O", "C", "H", "H", "H", "H", "H", "H", "H", "H", "H"],
  "positions_angstrom": [[34.1236, 16.3894, 29.1963], [31.2509, 18.7057, 26.4630], [31.6770, 19.9841, 26.9718], [32.6719, 20.2114, 28.1336], [33.5019, 19.0402, 28.5619], [31.8335, 20.8633, 29.2646], [32.2117, 22.0048, 30.1178], [33.5728, 21.4074, 27.6128], [34.3242, 21.2673, 26.4138], [32.0698, 18.1785, 25.9718], [30.4800, 18.8967, 25.7221], [30.7997, 18.0758, 27.2305], [33.0837, 22.5386, 29.7635], [32.2836, 21.5903, 31.1199], [31.3435, 22.6644, 30.0999], [33.7627, 20.8168, 25.6008], [35.3122, 20.8233, 26.5943], [34.5880, 22.2957, 26.1270], [33.3491, 14.9829, 34.6213], [34.3978, 14.2479, 33.9410], [35.3417, 14.9113, 32.9221], [34.7148, 15.5755, 31.7589], [36.2974, 13.7473, 32.5274], [37.0340, 13.0239, 33.5404], [36.2373, 15.8902, 33.7846], [36.7678, 17.1135, 33.2984], [33.8452, 15.3765, 35.5094], [32.6309, 14.2561, 34.9961], [32.8094, 15.6974, 34.0075], [36.7989, 11.9692, 33.3658], [36.8218, 13.2637, 34.5780], [38.1027, 13.1142, 33.3410], [36.5893, 17.9166, 34.0192], [36.4811, 17.3725, 32.2879], [37.8654, 17.0325, 33.3562], [34.0920, 11.1908, 31.5159], [32.8944, 11.9233, 31.8156], [32.1713, 12.7849, 30.7346], [32.9349, 13.9312, 30.2150], [31.7775, 11.7706, 29.6189], [31.2199, 10.4552, 29.8084], [30.8450, 13.0937, 31.5052], [30.1665, 14.3426, 31.3874], [33.8601, 10.1746, 31.1830], [34.6451, 11.0491, 32.4420], [34.6841, 11.7462, 30.7925], [31.4507, 9.8170, 28.9577], [30.1330, 10.5372, 29.8801], [31.6698, 10.0010, 30.6874], [30.1341, 14.7831, 30.3825], [30.7867, 15.1039, 31.8993], [29.1964, 14.2477, 31.8533]],
  "forces_ev_per_a": [[-0.55, -0.10, 1.14], [-0.41, -0.48, -0.43], [0.10, -0.80, 0.07], [-1.42, 2.14, -0.11], [1.02, -1.69, 0.48], [0.65, -0.15, -0.18], [-0.99, -0.25, 0.23], [0.31, -0.98, 0.35], [0.73, 1.26, -0.56], [0.10, 0.17, 0.09], [0.07, 0.19, 0.00], [0.12, 0.21, 0.20], [0.19, -0.23, -0.05], [0.37, 0.18, -0.01], [0.11, 0.00, -0.09], [-0.05, -0.28, 0.16], [-0.29, -0.37, 0.15], [-0.20, -0.12, -0.02], [-0.05, -0.63, 1.28], [-0.88, 0.03, -0.32], [1.67, -0.71, 0.71], [-0.72, 1.07, -1.57], [-0.20, 0.53, -0.10], [0.64, -1.47, -0.20], [-0.74, 0.24, -0.40], [1.41, 0.57, 0.62], [-0.32, 0.60, -0.17], [0.10, -0.18, -0.25], [0.43, 0.22, -0.17], [-0.04, 0.14, 0.16], [-0.31, 0.43, -0.15], [-0.13, 0.34, -0.05], [-0.55, -0.13, -0.10], [-0.29, -0.13, -0.04], [-0.11, -0.23, -0.24], [0.56, -0.19, 0.30], [0.33, 0.11, 0.35], [-1.57, -1.78, 0.33], [0.93, 1.28, -0.62], [0.42, 0.39, -0.88], [-0.14, -0.46, 0.14], [0.11, 0.32, -0.25], [0.76, 1.34, 0.30], [-0.25, 0.20, -0.30], [-0.09, 0.32, 0.07], [0.11, -0.24, -0.12], [0.15, 0.44, -0.23], [0.09, 0.02, 0.22], [-0.33, 0.01, 0.20], [-0.33, -0.81, -0.21], [-0.38, -0.30, 0.36], [-0.10, -0.05, -0.10]],
  "e_lumo_ev": -16.338,
  "e_homo_ev": -18.79,
  "total_charge": 3,
  "energy_ha": -2475.20561,
  "e_above_lowest_ev": 0.000
}

=====

[3]
{
  "formula": "C9H29AgBrO14P3",
  "method": "ωB97M-V/def2-TZVPD",
  "elements": ["Ag", "Br", "O", "H", "O", "H", "C", "O", "P", "O", "O", "C", "O", "C", "H", "H", "H", "H", "H", "H", "H", "H", "H", "C", "O", "P", "O", "O", "C", "O", "C", "H", "H", "H", "H", "H", "H", "H", "H", "H", "C", "O", "P", "O", "O", "C", "O", "C", "H", "H", "H", "H", "H", "H", "H", "H", "H"],
  "positions_angstrom": [[-1.9279, 0.6367, 0.6996], [-4.0689, -0.8744, 0.1414], [-2.8824, 1.2718, 2.6387], [-3.6897, 1.0433, 3.1392], [-2.4866, 2.6999, 0.1966], [-2.2028, 3.1501, -0.6228], [3.9965, 1.6852, 0.0642], [2.9443, 1.2694, 0.9118], [1.5713, 2.0644, 1.2020], [0.3253, 1.3412, 0.7328], [1.6193, 2.3269, 2.7919], [1.4078, 1.3237, 3.6859], [1.7290, 3.6227, 0.6000], [0.5785, 4.3289, 0.2543], [4.1626, 1.0283, -0.7896], [4.9867, 1.6013, 0.5120], [3.8499, 2.7197, -0.2463], [1.1910, 1.6638, 4.6985], [2.2740, 0.6710, 3.5772], [0.5789, 0.7065, 3.3393], [-0.2476, 3.6916, -0.0608], [1.0221, 4.7455, -0.6500], [0.2088, 5.1294, 0.8950], [1.7963, -1.9323, 2.7396], [0.7309, -2.8398, 2.5887], [-0.1692, -2.5350, 1.3011], [-0.8555, -1.2259, 1.2131], [0.7996, -2.9724, -0.0436], [1.5874, -4.1563, 0.0069], [-1.1625, -3.7392, 1.3678], [-2.4264, -3.7898, 1.9327], [1.6250, -1.6231, 3.7707], [1.9192, -1.0160, 2.1623], [2.7080, -2.5224, 2.8321], [2.1081, -4.4643, 0.9136], [2.3525, -4.1440, -0.7693], [0.9171, -4.9943, -0.1843], [-2.6483, -2.7968, 2.3236], [-2.4669, -4.5847, 2.6774], [-3.1678, -3.9911, 1.1594], [-3.2186, 1.0034, -3.7805], [-1.8709, 0.5675, -4.0928], [-0.7546, 0.1842, -2.8649], [-1.2536, 0.2327, -1.4515], [-0.2383, -1.2769, -3.4009], [-0.6382, -2.3765, -2.7464], [0.5563, 1.1636, -3.1647], [0.3832, 2.4977, -3.3096], [-3.3531, 2.0454, -4.0710], [-3.4046, 0.8158, -2.7231], [-3.8836, 0.2223, -4.1489], [-1.2318, -2.1275, -1.8668], [0.2596, -2.8636, -2.3660], [-1.2050, -3.0745, -3.3625], [-0.6611, 2.7164, -3.5324], [0.9083, 2.7400, -4.2335], [1.0186, 3.0108, -2.5877]],
  "forces_ev_per_a": [[-1.41, 1.00, -0.10], [0.26, 0.40, 0.17], [0.22, 0.11, 0.46], [0.19, -0.29, -0.70], [0.02, 0.07, 0.14], [-0.10, -0.81, 0.10], [1.11, 0.47, -0.81], [-1.15, 0.57, 0.35], [-1.74, 0.93, -0.36], [3.01, 1.45, 0.92], [0.19, 2.59, -2.66], [-0.36, -2.71, 0.25], [1.39, -4.24, 2.75], [-0.55, 0.79, -2.56], [-0.98, -0.05, -0.25], [-0.30, 0.22, 0.97], [0.03, -0.15, -0.15], [0.37, 0.25, -0.23], [0.23, -0.17, 1.04], [-0.45, -0.02, 0.26], [0.04, -0.16, 0.41], [-1.06, 0.97, -0.32], [0.50, -0.36, 0.58], [1.31, 0.05, 3.06], [-1.06, 0.41, -2.26], [-0.13, -1.33, -1.86], [1.77, -1.61, 0.31], [-1.10, 1.65, 2.99], [-0.36, -1.37, -0.39], [2.00, -0.65, -1.13], [-1.53, 0.64, 0.40], [0.35, 0.63, 0.09], [-0.53, -0.54, -0.76], [0.22, 0.16, -0.67], [-0.17, 0.92, 0.55], [-0.24, 0.42, -0.15], [0.00, -0.14, -0.25], [-0.38, -0.21, 0.37], [0.10, 0.20, 0.12], [0.10, -0.03, -0.04], [0.37, -1.38, 1.29], [2.09, -0.14, 2.13], [-0.39, 0.27, -1.21], [0.83, -0.12, -3.05], [0.49, 5.37, -1.19], [-0.53, -2.95, 2.37], [-1.76, -5.26, 0.82], [0.79, 1.88, -1.83], [-0.27, -0.37, -0.17], [0.21, 0.83, 0.42], [-0.16, 0.63, -1.07], [-0.21, -0.15, 0.07], [-0.15, -0.35, -0.06], [0.00, 0.18, -0.27], [0.01, 0.82, 0.85], [-0.10, 0.28, -0.42], [-1.07, 0.42, 0.69]],
  "e_lumo_ev": [0.409, -1.717],
  "e_homo_ev": [-8.41, -8.08],
  "energy_ha": -5158.75518,
  "multiplicity": 3
}

=====

- What is the formula in the first record?
  C9H27INO5